7 unconnected molecules or ions with the total composition C32H78N9O7 in a non-equilibrium geometry. Source: OMol25; level of theory: ωB97M-V with the def2-TZVPD basis set.

Each line ends with the Löwdin spin population.
Cartesian coordinates (Å):
N (-0.361, 0.047, 0.743)  0.00
O (0.385, 0.999, 0.612)  0.00
O (-1.064, -0.022, 1.774)  0.00
O (-0.526, -0.730, -0.163)  0.00
C (-2.245, 0.120, 5.890)  0.00
C (-3.090, 1.284, 5.305)  0.00
N (-2.265, 2.474, 5.074)  0.00
C (-1.515, 2.698, 3.914)  0.00
C (-0.733, 3.820, 4.070)  0.00
N (-1.033, 4.291, 5.360)  0.00
C (-2.041, 3.491, 5.895)  0.00
C (-0.358, 5.372, 6.002)  0.00
H (-1.430, -0.259, 5.275)  0.00
H (-2.925, -0.731, 5.856)  0.00
H (-2.038, 0.186, 6.958)  0.00
H (-3.770, 1.603, 6.095)  0.00
H (-3.604, 0.988, 4.391)  0.00
H (-1.587, 2.021, 3.076)  0.00
H (0.017, 4.360, 3.511)  0.00
H (-2.457, 3.561, 6.889)  0.00
H (0.453, 4.890, 6.548)  0.00
H (-1.027, 5.785, 6.757)  0.00
H (0.138, 6.082, 5.341)  0.00
C (3.154, -0.629, -1.051)  0.01
C (3.360, 0.841, -1.459)  0.02
N (2.520, 1.131, -2.650)  0.22
C (1.182, 1.538, -2.586)  0.05
C (0.854, 1.970, -3.849)  -0.01
N (1.899, 1.679, -4.681)  0.17
C (2.919, 1.215, -3.959)  0.40
C (1.963, 2.105, -6.068)  0.01
H (2.152, -1.028, -1.205)  0.00
H (3.335, -0.892, -0.009)  0.00
H (3.757, -1.298, -1.666)  0.00
H (4.436, 0.952, -1.588)  0.00
H (3.003, 1.443, -0.623)  0.00
H (0.522, 1.566, -1.732)  0.01
H (0.016, 2.518, -4.255)  0.00
H (3.910, 0.952, -4.297)  0.05
H (2.907, 1.708, -6.440)  0.00
H (2.045, 3.192, -6.036)  0.01
H (1.097, 1.861, -6.683)  0.00
C (-2.522, -2.523, -4.675)  0.00
N (-1.565, -1.462, -4.137)  0.00
C (-2.441, -0.362, -3.381)  0.00
C (-0.632, -2.062, -3.106)  0.00
C (-0.682, -1.019, -5.392)  0.00
C (-1.369, -0.069, -6.358)  0.00
O (-1.608, 1.175, -5.761)  0.00
H (-3.074, -3.038, -3.889)  0.00
H (-1.899, -3.291, -5.134)  0.00
H (-3.222, -2.087, -5.388)  0.00
H (-1.603, 0.310, -3.195)  0.00
H (-2.763, -0.667, -2.385)  0.00
H (-3.204, 0.024, -4.057)  0.00
H (-0.102, -1.230, -2.642)  0.00
H (0.039, -2.706, -3.674)  0.00
H (-1.033, -2.694, -2.313)  0.00
H (-0.286, -1.905, -5.888)  0.00
H (0.139, -0.484, -4.916)  0.00
H (-2.360, -0.324, -6.732)  0.00
H (-0.779, 0.091, -7.261)  0.00
H (-1.824, 1.861, -6.398)  0.00
C (-5.608, -1.635, 1.011)  0.00
N (-4.376, -2.436, 1.511)  0.00
C (-3.211, -2.045, 0.537)  0.00
C (-4.136, -2.056, 2.995)  0.00
C (-4.704, -3.969, 1.424)  0.00
C (-3.551, -4.874, 1.908)  0.00
O (-3.567, -5.065, 3.330)  0.00
H (-5.549, -0.555, 1.139)  0.00
H (-6.564, -2.020, 1.366)  0.00
H (-5.641, -1.901, -0.046)  0.00
H (-2.312, -2.507, 0.944)  0.00
H (-3.102, -0.967, 0.415)  0.00
H (-3.460, -2.368, -0.474)  0.00
H (-4.114, -0.972, 3.105)  0.00
H (-3.134, -2.370, 3.287)  0.00
H (-5.007, -2.330, 3.590)  0.00
H (-4.836, -4.158, 0.359)  0.00
H (-5.647, -4.188, 1.925)  0.00
H (-2.534, -4.613, 1.617)  0.00
H (-3.519, -5.857, 1.438)  0.00
H (-2.646, -5.148, 3.586)  0.00
C (3.977, 4.543, -1.574)  0.01
N (3.480, 5.487, -0.441)  0.00
C (4.070, 5.079, 0.885)  0.00
C (4.001, 6.943, -0.659)  0.00
C (1.940, 5.590, -0.383)  0.00
C (1.042, 4.271, -0.275)  0.00
O (1.492, 3.457, 0.741)  0.00
H (3.662, 3.546, -1.266)  0.00
H (5.045, 4.686, -1.741)  0.00
H (3.474, 4.827, -2.498)  0.00
H (5.154, 5.167, 0.812)  0.00
H (3.737, 4.061, 1.087)  0.00
H (3.655, 5.741, 1.645)  0.00
H (3.468, 7.514, 0.101)  0.00
H (3.582, 7.373, -1.568)  0.00
H (5.073, 7.135, -0.701)  0.00
H (1.657, 6.098, -1.305)  0.00
H (1.678, 6.266, 0.430)  0.00
H (1.007, 3.749, -1.232)  0.00
H (-0.004, 4.452, -0.030)  0.00
H (0.888, 2.728, 0.901)  0.00
C (1.048, -4.458, -0.609)  0.00
N (1.704, -4.545, 0.776)  0.00
C (1.558, -3.218, 1.536)  0.00
C (0.823, -5.551, 1.607)  0.00
C (3.210, -5.031, 0.631)  0.00
C (4.053, -5.177, 1.948)  0.00
O (4.186, -3.993, 2.703)  0.00
H (0.055, -4.021, -0.508)  0.00
H (1.014, -5.484, -0.975)  0.00
H (1.688, -3.849, -1.248)  0.00
H (1.736, -3.479, 2.579)  0.00
H (0.539, -2.834, 1.491)  0.00
H (2.202, -2.427, 1.150)  0.00
H (1.298, -5.647, 2.583)  0.00
H (0.863, -6.536, 1.141)  0.00
H (-0.221, -5.241, 1.655)  0.00
H (3.629, -4.321, -0.082)  0.00
H (3.225, -6.036, 0.209)  0.00
H (5.071, -5.494, 1.722)  0.00
H (3.645, -5.950, 2.600)  0.00
H (4.647, -4.081, 3.541)  0.00

Properties
**HOMO (spin up / spin down)**: -11.13 / -15.85 eV
**E_LUMO (spin up / spin down)**: -0.28788 / -0.28804 Eh
**Spin multiplicity**: 2
**<S²>**: 0.758
**Net charge**: +4
**Total energy**: -2283.8957 Eh

=====

2 unconnected molecules or ions with the total composition C8H19IOSi in a non-equilibrium geometry. Source: OMol25; level of theory: ωB97M-V with the def2-TZVPD basis set.

Each line ends with the Löwdin charge.
Cartesian coordinates (Å):
C (-0.796, 3.274, 0.653)  -0.14
C (-0.956, -2.984, -1.431)  -0.11
C (1.190, -1.669, -1.326)  -0.18
C (-1.529, -0.572, 2.905)  -0.12
C (0.829, -0.744, 2.068)  -0.10
C (0.074, 3.335, -0.661)  -0.55
C (-0.253, -1.576, -1.449)  -0.55
C (-0.689, -0.975, 1.701)  -0.51
O (0.776, 2.261, -1.077)  -0.26
Si (-1.061, -0.496, -0.106)  0.52
I (-3.392, 0.144, -0.242)  0.60
H (-1.443, 4.127, 0.643)  0.03
H (-1.644, 2.482, 0.494)  0.01
H (-0.252, 3.248, 1.621)  0.06
H (-2.039, -2.784, -1.295)  0.05
H (-0.566, -3.681, -2.221)  0.10
H (-0.549, -3.454, -0.492)  0.08
H (1.637, -2.425, -0.488)  0.13
H (1.836, -0.833, -1.139)  0.08
H (1.563, -2.203, -2.177)  0.07
H (-2.590, -0.705, 2.528)  0.05
H (-1.338, -1.177, 3.705)  0.05
H (-1.431, 0.408, 3.199)  0.06
H (0.982, -1.242, 3.072)  0.10
H (1.191, 0.204, 2.270)  0.05
H (1.502, -1.237, 1.336)  0.06
H (0.808, 4.259, -0.603)  0.12
H (-0.748, 3.677, -1.451)  0.10
H (-0.425, -1.061, -2.409)  0.12
H (-0.823, -2.060, 1.534)  0.10

Properties
**HOMO (spin up / spin down)**: -7.14 / -7.14 eV
**E_LUMO (spin up / spin down)**: -0.05793 / -0.05794 Eh
**Spin multiplicity**: 1
**ΔE to the lowest compared entry with this formula, charge and spin**: 493.9 kJ/mol
**Total energy**: -978.4757 Eh

=====

A molecular structure, C50H58BaCl3N8O3S2Sb2 in a non-equilibrium geometry. Source: OMol25; level of theory: ωB97M-V with the def2-TZVPD basis set.

Each line ends with the Löwdin charge.
Cartesian coordinates (Å):
Ba (0.379, 1.156, 1.023)  1.52
N (-2.641, 2.586, -0.631)  0.09
C (-2.462, 3.119, -1.907)  -0.27
C (-3.174, 4.165, -2.430)  -0.04
C (-2.869, 4.666, -3.715)  -0.07
C (-1.875, 4.125, -4.473)  -0.04
C (-1.127, 3.032, -3.971)  -0.16
C (-0.094, 2.396, -4.701)  0.00
C (0.575, 1.348, -4.145)  -0.04
C (0.218, 0.926, -2.848)  -0.17
N (-0.726, 1.485, -2.133)  0.07
C (-1.409, 2.530, -2.688)  -0.17
H (-3.546, 2.703, -0.203)  0.10
H (-2.311, 1.624, -0.635)  0.02
H (-3.980, 4.608, -1.861)  0.11
H (-3.443, 5.496, -4.101)  0.11
H (-1.648, 4.513, -5.457)  0.11
H (0.153, 2.750, -5.695)  0.12
H (1.373, 0.835, -4.665)  0.11
H (0.771, 0.112, -2.401)  0.03
C (4.380, 2.462, -1.361)  -0.30
Sb (2.461, 2.812, -0.496)  1.21
C (1.980, 4.520, -1.707)  -0.28
C (3.178, 3.815, 1.329)  -0.30
C (3.043, 5.304, 1.294)  -0.30
C (4.019, 6.041, 0.625)  -0.07
C (3.924, 7.414, 0.481)  -0.08
C (2.830, 8.080, 1.013)  -0.08
C (1.869, 7.364, 1.704)  -0.06
C (1.959, 5.983, 1.871)  -0.29
C (0.906, 5.282, 2.672)  -0.32
Sb (-0.445, 4.136, 1.410)  1.20
C (-2.004, 3.894, 2.862)  -0.30
C (-1.224, 5.879, 0.460)  -0.28
H (5.054, 3.286, -1.131)  0.00
H (4.264, 2.384, -2.441)  0.01
H (4.791, 1.531, -0.978)  0.01
H (2.603, 5.378, -1.470)  0.00
H (0.931, 4.788, -1.587)  -0.01
H (2.139, 4.230, -2.743)  0.01
H (4.226, 3.518, 1.372)  0.07
H (2.686, 3.362, 2.192)  0.03
H (4.868, 5.518, 0.200)  0.11
H (4.698, 7.959, -0.041)  0.11
H (2.737, 9.152, 0.907)  0.10
H (1.030, 7.888, 2.147)  0.11
H (0.303, 6.004, 3.224)  0.07
H (1.356, 4.602, 3.397)  0.04
H (-2.121, 4.840, 3.388)  0.01
H (-1.761, 3.109, 3.576)  -0.02
H (-2.933, 3.637, 2.358)  0.00
H (-1.699, 6.520, 1.200)  0.02
H (-1.942, 5.596, -0.301)  -0.02
H (-0.407, 6.421, -0.010)  0.01
C (-0.022, -1.771, 4.068)  0.00
C (0.434, -0.413, 4.468)  -0.38
N (0.208, 0.705, 3.813)  -0.02
C (0.751, 1.712, 4.582)  -0.15
C (1.321, 1.194, 5.700)  -0.07
N (1.108, -0.162, 5.614)  0.11
H (-0.124, -1.840, 2.986)  0.06
H (-0.995, -1.992, 4.511)  0.09
H (0.679, -2.541, 4.392)  0.07
H (0.681, 2.747, 4.294)  0.07
H (1.838, 1.647, 6.524)  0.12
H (1.397, -0.860, 6.278)  0.16
Cl (1.097, -5.350, 3.280)  0.71
C (-0.496, -4.918, 2.742)  -0.66
C (-0.656, -4.286, 1.520)  -0.10
C (-1.933, -3.940, 1.111)  -0.03
C (-3.054, -4.202, 1.893)  -0.18
C (-4.459, -3.807, 1.489)  -0.30
C (-4.552, -2.638, 0.511)  -0.06
N (-3.852, -1.489, 1.058)  -0.06
C (-4.013, -0.947, 2.312)  -0.03
C (-3.053, 0.010, 2.431)  -0.13
N (-2.313, 0.079, 1.274)  -0.04
C (-2.821, -0.838, 0.484)  -0.18
O (-5.251, -4.902, 1.081)  -0.09
C (-5.253, -5.233, -0.292)  -0.16
C (-3.908, -5.543, -0.881)  -0.33
C (-3.094, -6.569, -0.490)  -0.97
Cl (-3.384, -7.666, 0.791)  0.73
S (-1.674, -6.694, -1.428)  1.02
C (-2.144, -5.358, -2.391)  -0.42
C (-3.342, -4.850, -1.991)  -0.16
C (-2.841, -4.834, 3.116)  -0.58
Cl (-4.177, -5.195, 4.172)  0.75
C (-1.580, -5.201, 3.553)  -0.12
H (0.215, -4.059, 0.920)  0.09
H (-2.060, -3.456, 0.153)  0.10
H (-4.959, -3.477, 2.404)  0.12
H (-5.608, -2.404, 0.365)  0.15
H (-4.115, -2.845, -0.470)  0.11
H (-4.772, -1.289, 2.991)  0.13
H (-2.842, 0.645, 3.274)  0.10
H (-2.477, -1.087, -0.509)  0.14
H (-5.729, -4.442, -0.887)  0.13
H (-5.903, -6.109, -0.350)  0.14
H (-1.543, -5.042, -3.225)  0.06
H (-3.834, -4.030, -2.493)  0.12
H (-1.450, -5.694, 4.505)  0.11
C (2.959, -2.145, 1.451)  0.02
C (2.060, -0.968, 1.214)  -0.79
O (0.868, -1.170, 0.815)  -0.36
O (2.506, 0.199, 1.430)  -0.32
H (3.316, -2.492, 0.479)  0.06
H (2.403, -2.959, 1.914)  0.05
H (3.810, -1.864, 2.063)  0.09
N (0.643, -2.792, -1.644)  0.10
C (1.846, -2.834, -2.276)  -0.84
S (2.886, -1.521, -2.251)  0.68
N (2.062, -3.996, -2.938)  0.06
C (3.150, -4.405, -3.760)  -0.25
C (4.473, -4.074, -3.502)  -0.05
C (5.463, -4.569, -4.339)  -0.07
C (5.154, -5.392, -5.410)  -0.09
C (3.830, -5.729, -5.652)  -0.08
C (2.831, -5.232, -4.832)  -0.04
H (0.485, -2.049, -0.968)  0.05
H (0.139, -3.654, -1.471)  0.08
H (1.278, -4.630, -2.978)  0.13
H (4.726, -3.442, -2.670)  0.07
H (6.494, -4.308, -4.140)  0.11
H (5.938, -5.772, -6.050)  0.10
H (3.570, -6.370, -6.483)  0.11
H (1.795, -5.480, -5.030)  0.11

Properties
**HOMO**: -9.88 eV
**E_LUMO**: -0.06921 Eh
**Spin multiplicity**: 1
**Net charge**: +1
**ΔE to the lowest compared entry with this formula, charge and spin**: 169.3 kJ/mol
**Total energy**: -5286.7718 Eh

=====

2 unconnected molecules or ions with the total composition C7H14N2S in a non-equilibrium geometry. Source: OMol25; level of theory: ωB97M-V with the def2-TZVPD basis set.

Each line ends with the Löwdin charge.
Cartesian coordinates (Å):
C (-0.167, 1.911, 1.508)  -0.12
C (-0.240, 2.571, 0.157)  -0.23
C (-0.955, 1.787, -0.936)  -0.31
C (-0.365, 0.753, -1.683)  -0.08
N (-1.182, 0.552, -2.749)  0.04
C (-2.296, 1.454, -2.555)  -0.18
N (-2.185, 2.176, -1.464)  0.08
H (-1.117, 2.058, 2.089)  0.08
H (0.620, 2.433, 2.088)  0.08
H (-0.159, 0.804, 1.423)  0.06
H (-0.812, 3.432, 0.314)  0.07
H (0.790, 2.908, -0.364)  0.15
H (0.541, 0.267, -1.319)  0.11
H (-1.135, -0.095, -3.487)  0.12
H (-3.231, 1.304, -3.187)  0.13
C (0.236, -3.278, 1.973)  -0.24
C (1.598, -2.824, 2.352)  -0.59
S (2.168, -1.803, 0.906)  0.66
H (-0.443, -2.388, 2.256)  0.10
H (-0.034, -4.109, 2.548)  0.04
H (-0.074, -3.608, 0.958)  0.08
H (1.397, -2.142, 3.175)  0.06
H (2.154, -3.691, 2.652)  0.07
H (3.527, -1.674, 0.957)  -0.16

Properties
**Structure (SMILES)**: CCc1c[nH]cn1.CCS
**HOMO**: -8.12 eV
**E_LUMO**: 0.02509 Eh
**Spin multiplicity**: 1
**ΔE to the lowest compared entry with this formula, charge and spin**: 198.8 kJ/mol
**Total energy**: -782.7555 Eh

=====

Question: Among the records above, which one has the highest spin multiplicity?
Answer: C32H78N9O7

=====

Question: What is the spin multiplicity in the fourth record?
Answer: 1